{
  "formula": "C40H82N4O8",
  "method": "ωB97M-V/def2-TZVPD",
  "elements": ["C", "C", "O", "O", "H", "H", "H", "C", "C", "O", "O", "H", "H", "H", "C", "C", "C", "C", "C", "C", "N", "O", "C", "C", "C", "H", "H", "H", "H", "H", "H", "H", "H", "H", "H", "H", "H", "H", "H", "H", "H", "H", "H", "H", "C", "C", "C", "C", "C", "C", "N", "O", "C", "C", "C", "H", "H", "H", "H", "H", "H", "H", "H", "H", "H", "H", "H", "H", "H", "H", "H", "H", "H", "H", "C", "C", "C", "C", "C", "C", "N", "O", "C", "C", "C", "H", "H", "H", "H", "H", "H", "H", "H", "H", "H", "H", "H", "H", "H", "H", "H", "H", "H", "H", "C", "C", "C", "C", "C", "C", "N", "O", "C", "C", "C", "H", "H", "H", "H", "H", "H", "H", "H", "H", "H", "H", "H", "H", "H", "H", "H", "H", "H", "H"],
  "positions_angstrom": [[-1.957214, -1.495944, 0.166201], [-0.937866, -0.407609, -0.253330], [-0.152810, 0.048689, 0.636442], [-0.822166, -0.306004, -1.489244], [-1.391017, -2.409160, -0.027348], [-2.880787, -1.404188, -0.389272], [-1.976804, -1.548520, 1.264286], [3.239335, -0.850262, -5.107446], [1.893196, -0.996008, -4.366022], [1.161527, -1.941591, -4.801159], [1.574666, -0.133311, -3.523692], [3.504268, 0.206219, -5.222578], [3.176143, -1.294911, -6.101748], [4.067612, -1.321789, -4.566186], [1.188914, -2.700830, 2.684864], [2.640780, -2.959383, 2.291095], [2.879703, -4.448356, 2.207415], [4.162375, -4.869262, 1.503798], [4.206869, -4.265152, 0.093396], [3.967599, -2.739667, 0.072806], [2.876712, -2.422023, 0.965987], [2.313911, -1.145163, 0.718659], [5.215358, -1.966866, 0.549081], [3.571968, -2.364790, -1.358631], [3.511219, -2.219052, 3.349955], [0.782764, -3.383904, 3.435295], [0.550353, -2.810809, 1.797216], [0.973859, -1.682877, 3.016070], [2.825039, -4.879691, 3.216515], [2.040698, -4.885479, 1.655199], [4.036789, -5.949371, 1.376273], [5.066875, -4.607133, 2.052738], [3.516030, -4.757979, -0.587716], [5.231938, -4.412526, -0.266482], [6.141651, -2.098234, -0.016108], [4.922906, -0.916340, 0.594423], [5.413832, -2.302202, 1.569643], [3.178608, -1.344402, -1.375048], [4.448223, -2.378367, -2.005794], [2.712388, -2.958591, -1.667341], [3.618290, -1.169583, 3.088194], [4.455231, -2.747664, 3.507008], [2.992599, -2.240908, 4.317372], [1.366243, -1.305975, 0.855204], [0.874644, 6.486798, 2.076285], [2.016113, 5.468721, 2.088268], [3.027459, 5.839428, 3.203512], [3.868702, 4.629066, 3.592274], [3.043639, 3.361456, 3.861664], [1.557288, 3.305875, 3.353416], [1.642786, 4.057064, 2.091227], [0.511372, 3.872984, 1.268113], [1.274959, 1.834899, 3.082828], [0.638990, 3.982175, 4.362374], [2.771350, 5.653139, 0.759989], [1.179829, 7.501890, 2.359395], [0.140502, 6.279127, 2.866115], [0.380101, 6.595312, 1.111422], [3.661992, 6.607428, 2.768630], [2.468334, 6.173340, 4.078434], [4.367439, 4.881844, 4.532393], [4.593487, 4.394594, 2.813587], [2.843490, 3.285627, 4.945494], [3.609564, 2.455846, 3.656069], [1.246816, 1.271473, 4.024287], [0.266281, 1.826870, 2.660511], [1.944543, 1.267286, 2.443166], [-0.298177, 4.333763, 3.919095], [0.327596, 3.256614, 5.122622], [1.087136, 4.835993, 4.867200], [2.138829, 5.540830, -0.121641], [3.652303, 5.017123, 0.695812], [3.131255, 6.689475, 0.636796], [-0.162260, 4.493483, 1.593064], [-3.259926, 1.774897, 2.356527], [-4.261841, 2.689724, 1.714527], [-5.614417, 2.674010, 2.447665], [-6.517867, 3.884857, 2.191002], [-5.715686, 5.157701, 2.389150], [-4.543632, 5.254152, 1.416430], [-3.754982, 4.063480, 1.599432], [-2.477102, 4.118073, 1.028491], [-5.009267, 5.519917, -0.023036], [-3.749070, 6.478593, 1.883682], [-4.556089, 2.230554, 0.249505], [-2.324521, 1.646840, 1.802792], [-3.670657, 0.778280, 2.502193], [-2.939564, 2.244479, 3.296500], [-6.188038, 1.846702, 2.012962], [-5.491861, 2.423992, 3.504034], [-7.299989, 3.876560, 2.958288], [-6.993584, 3.833044, 1.214350], [-5.413199, 5.334331, 3.423330], [-6.368873, 6.027437, 2.205685], [-5.889020, 4.915600, -0.260902], [-5.400213, 6.535723, -0.136935], [-4.230289, 5.320999, -0.755861], [-4.449027, 7.319806, 1.893785], [-3.340791, 6.360663, 2.888270], [-2.916336, 6.736421, 1.227638], [-4.329903, 1.191112, 0.009117], [-3.958489, 2.769763, -0.490414], [-5.599208, 2.387625, -0.046518], [-2.625033, 4.012430, 0.072779], [-1.601692, -5.980112, -2.649312], [-0.671294, -4.881775, -3.210633], [0.707389, -5.444724, -3.558364], [0.651881, -6.363887, -4.772317], [-0.014528, -5.628543, -5.926804], [-1.333378, -4.841656, -5.694884], [-1.211242, -4.222322, -4.388928], [-2.372934, -3.484473, -4.054875], [-1.369262, -3.753794, -6.763719], [-2.556673, -5.763704, -5.806991], [-0.439548, -3.841143, -2.106112], [-2.517365, -5.538186, -2.234685], [-1.195674, -6.522204, -1.793321], [-1.877976, -6.648827, -3.461197], [1.351765, -4.585297, -3.767377], [1.088091, -5.925327, -2.653135], [0.063733, -7.246773, -4.509185], [1.669300, -6.576949, -5.100891], [-0.310752, -6.333482, -6.721180], [0.721597, -5.006587, -6.440433], [-1.129153, -4.123763, -7.756160], [-2.322810, -3.214971, -6.752664], [-0.697774, -2.988280, -6.353240], [-2.818298, -5.953998, -6.857011], [-2.502944, -6.762537, -5.371502], [-3.412131, -5.217231, -5.401567], [0.012722, -4.375957, -1.259885], [-1.379713, -3.452254, -1.730182], [0.217422, -3.033851, -2.432922], [-2.974413, -4.107779, -3.617320]],
  "forces_ev_per_a": [[1.3056, 0.1623, 1.3187], [1.2254, -0.8277, -1.3276], [-0.7086, -0.0612, 0.4686], [-0.7004, 0.6815, 0.8445], [-0.4340, -0.1532, -0.6091], [-0.2470, -0.3098, 0.1308], [-0.9374, 0.4181, -0.0315], [0.5078, 0.3148, -0.0727], [-1.4186, 0.3282, -0.3437], [0.5697, -0.1834, 0.2278], [0.9291, -0.5028, -0.4210], [-0.0614, -0.0133, 0.1254], [-0.0145, -0.1398, 0.0380], [-0.1199, -0.0820, 0.0625], [-1.1026, 0.1445, -0.7795], [0.5543, 1.4369, 0.2495], [-0.0244, -0.3594, 0.5058], [-1.0065, -0.0530, -0.6773], [0.8745, 0.5147, 0.6834], [0.1701, -0.2296, -0.1919], [-1.5017, -0.7744, -1.0221], [0.7523, -0.4523, 1.0726], [-0.1799, -0.1365, 0.3783], [-0.2858, 1.0451, 0.6888], [-0.3758, -0.9368, 0.6636], [0.4018, -0.1210, 0.1056], [0.0246, -0.2389, 0.1111], [0.3500, 0.0395, 0.0641], [0.0888, 0.0746, -0.0057], [-0.0020, 0.0937, -0.0588], [0.7190, -0.1011, 0.2429], [-0.0155, -0.1736, 0.1615], [-0.1516, -0.0325, 0.0930], [-0.1534, -0.1284, -0.3713], [-0.2044, 0.0041, -0.3172], [0.2564, 0.0641, -0.0620], [0.2010, 0.1595, 0.0205], [0.1916, -0.0215, -0.0759], [-0.1511, -0.4462, -0.2501], [0.3040, -0.2830, -0.3736], [0.2298, -0.0381, -0.2195], [0.2265, 0.4048, -0.1402], [0.0765, -0.0496, 0.0061], [-0.3359, 0.9744, -0.6385], [-0.7298, 0.4701, 0.9170], [1.1234, 0.6988, -1.0886], [-0.6990, -1.2797, -0.3643], [-0.2957, -0.2287, 0.2606], [-1.0947, 0.1544, 1.8522], [2.7150, 0.6184, -0.8807], [-0.3415, -0.5073, -0.1843], [0.0287, 0.2981, 0.1818], [-1.6754, 0.1801, 0.4155], [-0.9447, -0.5985, 0.3654], [0.2487, 1.0308, -0.5806], [0.5696, -0.1743, -0.2093], [-0.1643, -0.2541, -0.2927], [-0.0895, -0.2923, 0.0146], [-0.0469, 0.3595, 0.4455], [0.1999, 0.3755, 0.0226], [0.4943, -0.0492, -0.2809], [0.1504, 0.2123, 0.0474], [0.5469, 0.0539, 0.0302], [-0.1140, 0.0329, -0.5706], [-0.0629, 0.2733, 0.1345], [0.1358, -0.6781, -0.1995], [0.1139, 0.5852, -0.4528], [0.0573, -0.1297, -0.2053], [0.1376, 0.1041, 0.0922], [0.1743, -0.0309, -0.0353], [-0.0848, -0.6607, 0.1734], [-0.1739, -0.2467, -0.0409], [-0.0264, -0.0408, 0.3841], [-0.2651, -0.3533, -0.0579], [1.0143, 0.3660, 0.5394], [-0.9743, 0.3048, -2.4816], [-0.5016, -0.5899, -0.5031], [0.6444, 0.0686, 1.4996], [-1.1184, 0.7724, -0.8042], [0.3669, 0.4691, 0.5411], [0.7808, -0.0972, 2.0514], [-0.5856, 0.2809, -0.4179], [-0.9906, -0.1757, 0.0549], [0.2293, 0.3288, -0.1570], [-0.0239, -0.3559, -0.6379], [-0.2608, 0.0419, -0.3425], [-0.1438, 0.0105, 0.1700], [-0.2487, -0.3616, 0.1713], [0.3521, -0.3418, 0.2967], [0.0677, 0.4664, 0.0981], [-0.2013, -0.1110, -0.2693], [0.0784, 0.0617, -0.0874], [0.3695, -0.5863, 0.0044], [0.0632, -0.1026, -0.2248], [0.2887, -0.3352, -0.1411], [0.4638, 0.1399, 0.0316], [0.0355, 0.1244, -0.0396], [0.1389, 0.0922, 0.0108], [-0.0823, -0.2243, 0.0079], [-0.0621, -0.1070, -0.0931], [0.0216, -0.1781, 0.4423], [0.0673, 0.0658, 0.1204], [0.0319, 0.1338, 0.1513], [0.4562, -0.2066, 0.0012], [-0.4034, 0.2316, -0.1203], [0.3931, 0.1606, 0.6204], [-0.1224, 0.2669, -0.1965], [-0.4445, 0.7507, 0.2759], [-0.4393, -0.3830, -1.3065], [0.8833, -1.0345, 0.5276], [-0.1933, 0.7772, 0.3123], [-0.0230, -0.1368, -0.1955], [-0.4443, 1.0428, 1.2892], [-0.6344, 0.0275, -0.7383], [-0.0582, -0.4468, 0.1046], [-0.0402, 0.0547, -0.2375], [0.3757, -0.0755, -0.2234], [-0.0594, -0.3634, 0.3033], [-0.0421, 0.0308, -0.0967], [0.0868, -0.2196, -0.1275], [0.3577, -0.3247, -0.1352], [-0.0553, -0.6111, 0.1334], [0.2532, -0.2253, 0.1416], [-0.0525, 0.4306, 0.4443], [0.1106, 0.0197, -0.0679], [-0.2158, -0.3985, -0.2528], [0.4917, -0.1394, -0.6345], [0.1951, 0.1868, -0.0248], [0.2799, 0.1666, 0.3386], [-0.0764, -0.2220, 0.1036], [0.1567, 0.0767, -0.0306], [-0.0108, 0.2832, -0.2305], [-0.2160, 0.1342, -0.0951], [-0.0432, 0.0517, -0.0407]],
  "e_homo_ha": -0.0473,
  "lumo_ha": 0.13376,
  "homo_lumo_gap_ev": 4.9,
  "charge": -2,
  "multiplicity": 1,
  "energy_ha": -2394.018631
}